The following is a DFT calculation (ωB97M-V/def2-TZVPD) of C64H99AsF30N7O12P as an isolated structure at a distorted geometry.

Properties
- HOMO-LUMO gap: 0.2746 hartree
- Highest occupied orbital energy: -7.578 eV
- Energy: -9357.5524 Ha

Geometry (Å):
C: 2.2069 -7.7656 -5.2203
C: 3.0210 -6.5720 -5.6607
C: 2.5928 -5.3488 -4.6287
N: 3.1589 -3.9431 -4.9814
C: 2.5446 -2.9137 -4.0434
C: 3.0778 -2.8272 -2.6317
C: 4.5521 -2.8851 -2.5767
C: 5.1490 -4.0781 -3.3207
C: 4.6980 -4.1165 -4.7776
C: 2.8120 -3.4342 -6.4011
H: 2.1322 -8.4542 -6.0620
H: 1.1647 -7.5058 -5.0350
H: 2.6563 -8.3300 -4.4033
H: 2.7037 -6.2525 -6.6534
H: 4.0294 -6.9583 -5.5126
H: 2.7254 -5.5661 -3.5688
H: 1.5334 -5.1380 -4.7749
H: 1.4602 -3.0245 -4.0437
H: 2.8529 -1.9578 -4.4668
H: 2.6733 -3.6846 -2.0939
H: 2.8823 -1.9601 -2.0008
H: 4.7956 -2.8405 -1.5152
H: 4.9970 -1.9773 -2.9842
H: 4.7277 -4.9562 -2.8312
H: 6.2302 -4.2036 -3.2630
H: 5.0325 -5.0254 -5.2777
H: 5.1789 -3.2914 -5.3031
H: 3.2110 -2.4370 -6.5865
H: 1.7405 -3.3428 -6.5789
H: 3.1910 -4.0978 -7.1784
C: -2.3761 4.4316 -1.1547
C: -2.1355 3.9665 0.3115
C: -1.9083 2.4436 0.4286
C: -0.4521 2.0730 -0.0603
N: -0.3982 0.5716 -0.3918
C: 0.9701 0.1010 -0.9687
C: 0.8348 0.2925 -2.4667
C: -0.4913 -0.4049 -2.7581
C: -1.2645 0.2770 -1.7178
C: -0.7425 -0.3929 0.7242
C: 0.3050 -0.3171 1.8924
C: -0.0164 -1.2962 2.9960
H: -2.2857 5.4890 -1.4033
H: -3.3446 4.0763 -1.5068
H: -1.7413 4.0014 -1.9293
H: -3.0199 4.2378 0.8880
H: -1.3191 4.4781 0.8212
H: -2.7487 1.8886 0.0117
H: -2.0016 2.2835 1.5027
H: 0.2556 2.1989 0.7590
H: -0.0431 2.6634 -0.8802
H: 1.1576 -0.9545 -0.7720
H: 1.7253 0.7204 -0.4848
H: 1.6553 -0.1615 -3.0224
H: 0.8460 1.3025 -2.8764
H: -0.5076 -1.4885 -2.6405
H: -0.8507 -0.1649 -3.7588
H: -2.1067 -0.2572 -1.2780
H: -1.6212 1.2408 -2.0809
H: -0.6783 -1.3732 0.2520
H: -1.7864 -0.2724 1.0138
H: 0.2920 0.6544 2.3865
H: 1.3278 -0.4275 1.5321
H: -1.0023 -1.2204 3.4547
H: 0.7654 -1.4667 3.7361
H: -0.0184 -2.2221 2.4208
As: 5.0849 0.1080 0.3696
F: 5.5488 0.1287 -1.3676
F: 3.8258 -1.1569 0.0313
F: 4.7056 0.0534 2.1344
F: 6.4019 1.3471 0.7854
F: 3.7828 1.2603 0.1690
F: 6.3434 -1.1531 0.5843
P: -0.2232 -4.7770 -1.3158
F: 0.0097 -4.9482 -2.9204
F: 1.1471 -5.6540 -1.1460
F: 0.4500 -3.3065 -1.3444
F: -0.2990 -4.5684 0.2747
F: -1.5397 -3.9435 -1.7262
F: -1.0363 -6.2095 -1.3029
N: -2.7747 -4.3826 1.6183
C: -3.7711 -3.5220 2.0765
C: -5.0484 -3.9753 1.7206
C: -4.7682 -5.1168 0.9525
C: -3.4472 -5.3047 0.9438
H: -1.7853 -4.2537 1.4613
H: -3.4693 -2.7232 2.7376
H: -5.9889 -3.5028 1.9624
H: -5.5095 -5.7798 0.5316
H: -2.7859 -6.0960 0.6230
N: 2.6138 2.5016 3.3856
C: 2.1712 3.7871 3.2513
C: 0.8650 3.7888 3.6353
C: 0.4637 2.5501 4.1307
C: 1.6368 1.7567 4.0435
H: 3.5294 2.1348 3.1684
H: 2.8159 4.4962 2.7534
H: 0.2247 4.6260 3.3998
H: -0.5384 2.1894 4.3096
H: 1.7696 0.7012 4.2299
N: -5.0786 -0.3534 4.8480
C: -5.8252 0.3118 3.8520
C: -4.9062 1.0196 3.0498
C: -3.6339 0.7812 3.5802
C: -3.7549 -0.0529 4.6791
H: -5.4885 -0.9835 5.5226
H: -6.8476 0.0321 3.6454
H: -5.1347 1.6489 2.2024
H: -2.6216 1.1219 3.4200
H: -3.0131 -0.4424 5.3606
N: -4.4013 -2.0092 -0.5837
C: -3.9737 -1.5997 -1.8157
C: -4.5449 -0.3853 -2.0208
C: -5.3809 -0.0075 -0.9245
C: -5.1267 -0.9997 0.0076
H: -4.0440 -2.8680 -0.1902
H: -3.2253 -2.1397 -2.3768
H: -4.4124 0.3205 -2.8275
H: -5.9865 0.8769 -0.7929
H: -5.3723 -1.0899 1.0554
N: 3.9024 -2.9310 2.6977
C: 3.0382 -3.4943 1.7632
C: 2.7472 -4.8163 2.1404
C: 3.4861 -5.1053 3.2780
C: 4.1338 -3.9654 3.6212
H: 4.2847 -1.9963 2.6788
H: 2.6933 -2.8613 0.9589
H: 2.1857 -5.5658 1.6025
H: 3.5242 -5.9843 3.9043
H: 4.8400 -3.7696 4.4145
C: -5.0061 7.0170 -3.7348
C: -5.1184 6.0913 -5.0341
O: -4.2126 5.0454 -4.8224
C: -4.1893 3.9162 -5.5745
O: -5.0469 3.6735 -6.4149
C: -2.9870 3.0200 -5.3380
F: -3.3492 2.0086 -4.6361
F: -2.4157 2.5943 -6.4552
F: -2.0309 3.7000 -4.6591
H: -4.1772 7.7131 -3.8629
H: -4.6792 6.4613 -2.8559
H: -5.8794 7.5948 -3.4324
H: -4.8808 6.5802 -5.9789
H: -6.1399 5.7113 -5.0441
C: 4.2778 5.0662 -0.1815
C: 3.8080 4.1755 -1.3611
O: 3.3473 4.9821 -2.4176
C: 2.1483 4.7489 -2.9378
O: 1.5273 3.6840 -2.7174
C: 1.7309 5.8280 -3.9739
F: 1.1689 6.7846 -3.2523
F: 2.7375 6.2860 -4.7394
F: 0.8305 5.2601 -4.7601
H: 3.3895 5.5913 0.1697
H: 4.9903 5.8286 -0.4965
H: 4.6809 4.4612 0.6306
H: 3.2138 3.3975 -0.8817
H: 4.6582 3.6309 -1.7719
C: -2.3294 5.8036 3.2633
C: -1.7388 7.1022 2.8290
O: -2.3196 7.3411 1.5098
C: -2.1215 8.5790 0.8457
O: -1.5889 9.5935 1.3681
C: -2.7414 8.5416 -0.5635
F: -1.6736 8.4666 -1.3601
F: -3.6084 7.5717 -0.8246
F: -3.3303 9.7112 -0.7986
H: -2.2525 5.4030 4.2741
H: -1.9232 4.9808 2.6750
H: -3.4145 5.8547 3.1731
H: -0.6495 7.1239 2.8615
H: -2.0366 7.9836 3.3970
C: -1.1922 3.1137 8.1488
C: 0.2157 2.5093 8.4082
O: 0.3517 1.2557 7.7653
C: -0.2413 0.1408 8.2816
O: -0.9044 0.1288 9.3314
C: -0.1024 -1.0547 7.4048
F: -1.2727 -1.3481 6.9553
F: 0.6309 -0.7135 6.3369
F: 0.3827 -2.0716 8.0971
H: -1.3223 3.3933 7.1033
H: -1.1088 4.0925 8.6210
H: -2.0761 2.5652 8.4741
H: 0.5444 2.4515 9.4458
H: 0.8716 3.3197 8.0903
C: 0.4995 -5.1920 4.9584
C: -0.9484 -5.4473 4.9577
O: -1.3351 -6.6439 5.5985
C: -1.2738 -6.7768 6.8634
O: -0.9491 -5.8969 7.6796
C: -1.6689 -8.2179 7.2905
F: -3.0107 -8.3056 7.5908
F: -1.2293 -9.1021 6.3527
F: -0.9998 -8.5191 8.4352
H: 0.6645 -4.1508 4.6812
H: 0.9966 -5.8751 4.2697
H: 0.9165 -5.2848 5.9612
H: -1.2187 -5.6814 3.9281
H: -1.5919 -4.6327 5.2901
C: 4.7354 2.0193 -5.8763
C: 3.6625 1.5729 -4.7900
O: 2.3467 1.8234 -5.2057
C: 1.7772 0.9054 -6.0880
O: 2.2375 -0.2355 -6.3391
C: 0.4610 1.3954 -6.6310
F: 0.3479 0.9217 -7.8585
F: -0.4239 0.9493 -5.7782
F: 0.3868 2.7710 -6.6434
H: 4.5909 1.4929 -6.8198
H: 5.7170 1.8459 -5.4352
H: 4.7626 3.0910 -6.0736
H: 3.8180 2.1306 -3.8665
H: 3.8108 0.5210 -4.5459

Forces on atoms 1 to 6 (eV/Å):
C -0.969 -0.642 -0.750
C -1.041 1.579 2.601
C -0.338 -0.193 -2.516
N 1.044 -0.938 0.469
C 0.402 1.743 0.164
C -0.215 -1.935 0.431

Results of the Mulliken charge analysis, in e, for atoms 1 through 99: number 1, C, carries -1.494; number 2, C, carries -0.265; number 3, C, carries -0.965; number 4, N, carries 0.931; number 5, C, carries -0.555; number 6, C, carries 1.678; number 7, C, carries -0.948; number 8, C, carries -1.013; number 9, C, carries -0.737; number 10, C, carries -1.103; number 11, H, carries 0.433; number 12, H, carries 0.366; number 13, H, carries 0.365; number 14, H, carries 0.339; number 15, H, carries 0.264; number 16, H, carries 0.393; number 17, H, carries 0.515; number 18, H, carries 0.487; number 19, H, carries -0.179; number 20, H, carries -0.351; number 21, H, carries -1.062; number 22, H, carries 0.370; number 23, H, carries 0.243; number 24, H, carries 0.320; number 25, H, carries 0.508; number 26, H, carries 0.484; number 27, H, carries 0.485; number 28, H, carries 0.352; number 29, H, carries 0.387; number 30, H, carries 0.406; number 31, C, carries -0.863; number 32, C, carries -1.374; number 33, C, carries 1.460; number 34, C, carries -0.629; number 35, N, carries 0.964; number 36, C, carries 1.028; number 37, C, carries 0.603; number 38, C, carries -0.442; number 39, C, carries 0.425; number 40, C, carries -0.616; number 41, C, carries 1.843; number 42, C, carries -1.384; number 43, H, carries 0.242; number 44, H, carries 0.270; number 45, H, carries -0.054; number 46, H, carries 0.536; number 47, H, carries 0.334; number 48, H, carries 0.257; number 49, H, carries -0.793; number 50, H, carries 0.007; number 51, H, carries 0.512; number 52, H, carries -0.177; number 53, H, carries -0.567; number 54, H, carries -0.254; number 55, H, carries -0.172; number 56, H, carries -0.289; number 57, H, carries 0.626; number 58, H, carries -0.537; number 59, H, carries -0.194; number 60, H, carries -0.047; number 61, H, carries 1.003; number 62, H, carries -1.271; number 63, H, carries -0.410; number 64, H, carries -0.079; number 65, H, carries 0.574; number 66, H, carries 0.166; number 67, As, carries 1.927; number 68, F, carries -0.479; number 69, F, carries -0.159; number 70, F, carries -0.568; number 71, F, carries -0.512; number 72, F, carries -0.387; number 73, F, carries -0.511; number 74, P, carries 2.023; number 75, F, carries -0.422; number 76, F, carries -0.388; number 77, F, carries -0.718; number 78, F, carries -0.441; number 79, F, carries -0.406; number 80, F, carries -0.433; number 81, N, carries 0.723; number 82, C, carries -1.168; number 83, C, carries -0.320; number 84, C, carries -0.910; number 85, C, carries -0.498; number 86, H, carries 0.066; number 87, H, carries 0.585; number 88, H, carries 0.524; number 89, H, carries 0.439; number 90, H, carries 0.584; number 91, N, carries 0.090; number 92, C, carries -1.085; number 93, C, carries -0.177; number 94, C, carries -0.452; number 95, C, carries -0.787; number 96, H, carries 0.201; number 97, H, carries 0.446; number 98, H, carries 0.392; number 99, H, carries 0.629

---

The following is a DFT calculation (ωB97M-V/def2-TZVPD) of a 2-piece molecular cluster, C5H6FNO2 overall at a distorted geometry.

Properties
- ΔE to the lowest compared entry with this formula, charge and spin: 151.7 kcal/mol
- HOMO-LUMO gap (spin up / spin down): 0.2154 / 0.3621 hartree
- Highest occupied orbital energy (spin up / spin down): -6.656 / -9.220 eV
- Energy: -498.9706 Ha

Geometry (Å):
C: -2.3316 0.2098 0.5795
C: 0.5591 -0.5208 0.4291
C: -2.7987 -0.7937 -0.2521
C: 2.7571 0.7007 -0.4300
C: 1.4643 0.6121 0.5359
N: -2.5597 -1.8265 -0.9324
O: -3.7174 -0.3012 0.5802
O: 0.2786 -1.5878 0.0891
F: -1.8668 1.5108 0.3736
H: 3.2867 -0.1987 -0.2934
H: 3.2219 1.5675 -0.0671
H: 2.3647 0.7176 -1.4963
H: 0.8401 1.6507 0.3819
H: 1.8374 0.6489 1.5727
H: -3.3358 -2.3894 -1.0707

Forces on atoms 1 to 6 (eV/Å):
C 1.812 1.643 0.844
C -1.936 1.347 1.289
C 1.690 -2.788 -1.564
C -3.919 -0.930 -0.652
C 0.601 2.811 -1.187
N 1.446 2.622 0.157

In the natural (NBO) picture, each atom carries the following charge in e: number 1, C, carries 0.497; number 2, C, carries 0.580; number 3, C, carries 0.420; number 4, C, carries -0.593; number 5, C, carries -0.578; number 6, N, carries -0.655; number 7, O, carries -0.450; number 8, O, carries -0.419; number 9, F, carries -0.332; number 10, H, carries 0.211; number 11, H, carries 0.217; number 12, H, carries 0.218; number 13, H, carries 0.268; number 14, H, carries 0.264; number 15, H, carries 0.352